The following is a DFT calculation (ωB97M-V with the def2-TZVPD basis set) of a 7-piece molecular cluster, H14O7 overall.

Bonds (Å) are listed after each position.
Positions of all 21 atoms, in Å:
1 O 0.1539 2.6386 1.3637  H2 0.957, H3 0.957
2 H 0.0572 3.1439 2.1708  O1 0.957
3 H 1.0599 2.3303 1.3806  O1 0.957
4 O -0.2592 0.4234 -0.2950  H5 0.957, H6 0.957
5 H -0.1937 1.0474 0.4279  O4 0.957
6 H 0.3726 -0.2622 -0.0782  O4 0.957
7 O -2.7987 0.1771 -1.1392  H8 0.957, H9 0.957
8 H -2.8304 0.7924 -1.8718  O7 0.957
9 H -1.9112 0.2640 -0.7912  O7 0.957
10 O -0.4619 3.3542 -2.0275  H11 0.957, H12 0.957
11 H -0.7791 3.1641 -1.1446  O10 0.957
12 H -1.1809 3.0922 -2.6024  O10 0.957
13 O 0.6900 -1.7096 2.4034  H14 0.957, H15 0.957
14 H 1.0174 -0.9914 2.9451  O13 0.957
15 H -0.1735 -1.9087 2.7652  O13 0.957
16 O 1.7923 -1.8005 -0.0713  H17 0.957, H18 0.957
17 H 1.8838 -1.8564 0.8799  O16 0.957
18 H 2.6756 -1.9539 -0.4068  O16 0.957
19 O 0.2574 -3.6836 -1.1794  H20 0.957, H21 0.957
20 H 0.7412 -2.9719 -0.7602  O19 0.957
21 H -0.1128 -3.2894 -1.9692  O19 0.957

The LUMO energy (spin up / spin down) comes out at -3.1 / -11.1 eV. The calculation puts the energy relative to the best compared isomer or geometry (same formula, charge and spin) at 0.912 eV. For the strongest force on any atom, the calculation gives 0.0462 Eh/bohr. As for the multiplicity: 2. Its molar mass is 126.10 Da. As for the total charge: +1. The HOMO-LUMO gap (spin up / spin down) is 0.414 / 0.108 hartree.

Löwdin population analysis, charges in e, atoms 1 to 4: atom 1 (O): -0.03, atom 2 (H): 0.07, atom 3 (H): 0.06, atom 4 (O): -0.02